Entry 1:
The following is a quantum chemistry calculation of a cluster of 2 separate species, C12H9N4O6 in total at a distorted geometry, from the Open Molecules 2025 dataset.

Element x y z (Å)
C 1.55692 -2.91977 -0.15117
C 0.07203 -3.25466 -0.25707
C -0.79023 -2.14131 -0.57451
C -2.21262 -2.28345 -0.77215
C -2.92695 -1.02207 -1.22908
O -2.84608 -3.32882 -0.57948
O -0.29607 -4.41853 -0.06941
H 1.80214 -1.91245 -0.50151
H 1.87491 -2.99873 0.89681
H 2.13287 -3.65233 -0.72769
H -0.31044 -1.20434 -0.84675
H -2.30573 -0.38770 -1.87521
H -3.83647 -1.30711 -1.77133
H -3.23230 -0.41550 -0.36259
N -3.23692 2.34953 -0.96258
C -2.14724 2.06832 -0.63732
C -0.79872 1.79514 -0.21185
C -0.46915 0.67267 0.59053
C 0.77251 0.67063 1.23904
N 1.17367 -0.04711 2.36678
O 0.74339 -1.03037 2.94752
O 2.27318 0.68921 2.90582
N 2.64410 1.71349 2.06758
C 1.72262 1.69455 1.06842
C 1.48636 2.69494 0.04118
N 2.45799 3.67473 -0.39355
O 3.66375 3.57044 -0.10648
O 2.00952 4.62157 -1.09050
C 0.21219 2.73460 -0.53845
H -1.17548 -0.12244 0.82035
H -0.01375 3.49685 -1.28533

Maximum force = 2.60 eV Å⁻¹
Energy relative to the best compared isomer or geometry (same formula, charge and spin) = 49.6 kJ/mol
E_LUMO = -0.037 eV
Charge = -1
HOMO energy = -4.0 eV

Entry 2:
The following is a quantum chemistry calculation of an isolated molecule of C21H23N3O6S2 at a distorted geometry, from the Open Molecules 2025 dataset.

Element x y z (Å)
C -3.23459 -0.01934 2.70706
S -4.67948 -0.35981 1.66492
C -4.00364 -1.01621 0.17825
C -4.90590 -1.27262 -0.85344
C -4.45559 -1.80212 -2.04483
C -3.11230 -2.08392 -2.22394
C -2.21084 -1.82862 -1.19503
N -0.86152 -2.15178 -1.42302
C 0.21069 -1.95632 -0.62042
O 0.19777 -1.40153 0.45591
C 1.49889 -2.52162 -1.23619
N 2.64361 -2.22440 -0.40544
C 3.29458 -3.26216 0.19055
O 2.99520 -4.42078 0.00277
C 4.48512 -2.85673 1.04386
O 4.33460 -1.63619 1.73534
C 3.76707 -0.62959 1.02233
C 3.99106 0.67825 1.43558
C 3.41572 1.73327 0.74954
C 2.64955 1.46530 -0.36671
S 1.79044 2.78089 -1.22190
O 2.44915 4.02403 -0.96056
O 1.56243 2.37784 -2.57862
N 0.29885 2.85399 -0.48447
C -0.61351 1.76445 -0.74911
C -2.01326 2.21640 -0.32975
O -2.02780 2.57546 1.03412
C -1.13131 3.63194 1.29183
C 0.29914 3.24485 0.90592
C 2.41136 0.17360 -0.79099
C 2.94645 -0.89515 -0.08567
C -2.65318 -1.29142 0.00742
H -2.61304 0.73440 2.23228
H -3.63941 0.36927 3.63665
H -2.68811 -0.93752 2.90035
H -5.95135 -1.05447 -0.70335
H -5.15455 -2.00095 -2.84263
H -2.76367 -2.50395 -3.15620
H -0.69811 -2.61751 -2.30572
H 1.43099 -3.61502 -1.27633
H 1.64727 -2.13376 -2.24875
H 5.36689 -2.80864 0.38293
H 4.65946 -3.62649 1.79844
H 4.60784 0.84027 2.30453
H 3.57197 2.75632 1.04919
H -0.57362 1.55356 -1.81710
H -0.33353 0.86851 -0.17531
H -2.73476 1.40622 -0.44736
H -2.31725 3.07470 -0.94457
H -1.20195 3.83934 2.36072
H -1.43081 4.52147 0.72038
H 0.97523 4.09298 1.00831
H 0.64001 2.41573 1.54644
H 1.80404 0.04021 -1.66989
H -1.94230 -1.10468 0.79165

Maximum force = 1.03 eV Å⁻¹
Energy relative to the best compared isomer or geometry (same formula, charge and spin) = 45.9 kJ/mol
E_LUMO = 0.357 eV
HOMO energy = -8.2 eV

Entry 3:
The following is a quantum chemistry calculation of a structure of composition C6H10N at a distorted geometry, from the Open Molecules 2025 dataset.

Element x y z (Å)
C 1.54331 0.99663 -0.00661
C 1.73654 -1.02860 0.01123
C 0.54036 -0.16063 -0.00173
C -0.85133 -0.12266 -0.00009
C -1.58048 1.15689 0.00125
C -1.63387 -1.37324 -0.00777
N 2.57227 -0.02848 -0.00712
H 1.56658 1.63393 -0.89166
H 1.55664 1.61405 0.89070
H 1.93460 -2.08504 0.02182
H -0.93675 2.01255 -0.17225
H -2.08631 1.28808 0.96061
H -2.36974 1.13195 -0.74935
H -2.19190 -1.43456 -0.94211
H -2.37452 -1.36460 0.79336
H -1.00583 -2.25543 0.08777
H 3.58042 0.01916 0.01194

Maximum force = 2.90 eV Å⁻¹
Energy relative to the best compared isomer or geometry (same formula, charge and spin) = 24.1 kJ/mol
E_LUMO = -5.012 eV
Charge = +1
HOMO energy = -14.1 eV

Entry 4:
The following is a quantum chemistry calculation of a structure of composition C55H41O4P2SSe3TeTi at a distorted geometry, from the Open Molecules 2025 dataset.

Element x y z (Å)
Ti 0.96937 0.98410 0.54201
O -3.46925 -1.11700 -0.97658
S -2.04971 -1.45992 -0.67758
C -2.09415 -3.25511 -0.63591
C -3.31486 -3.81216 -0.92520
C -3.51934 -5.19996 -1.01773
C -2.44341 -6.01676 -0.82644
C -2.31789 -7.52088 -0.86150
C -0.82356 -7.80382 -0.55905
C -0.21990 -6.44300 -0.31715
C 1.02800 -6.05552 0.06833
C 1.30145 -4.68358 0.20673
C 0.39164 -3.67082 -0.05261
P 1.02620 -1.90903 0.00093
C 1.67357 -1.78209 -1.71748
C 1.45452 -0.59132 -2.40372
C 2.02831 -0.37227 -3.64584
C 2.81084 -1.35661 -4.22665
C 2.98178 -2.57405 -3.58230
C 2.40811 -2.79078 -2.33982
C 2.50691 -2.35087 1.01157
C 3.80851 -2.50566 0.54762
C 4.81713 -2.88922 1.42163
C 4.53734 -3.13162 2.75744
C 3.23751 -3.01423 3.21929
C 2.23054 -2.62451 2.35076
C -0.93936 -4.05957 -0.41842
C -1.18949 -5.44842 -0.52479
C -1.82727 -1.07507 1.08608
C -1.98756 -2.08155 2.02531
C -1.93475 -1.84405 3.40365
C -1.78610 -0.55573 3.83796
C -1.73726 0.02290 5.22953
C -1.59490 1.55191 5.02194
C -1.58207 1.73270 3.52782
C -1.53621 2.87401 2.74790
C -1.48650 2.74498 1.37683
C -1.36117 1.48954 0.68181
P -1.88734 1.46957 -1.10867
C -0.94862 2.68926 -2.13548
C -0.74228 2.20126 -3.42842
C -0.15070 2.98120 -4.41134
C 0.23468 4.27878 -4.11997
C 0.00788 4.79000 -2.85154
C -0.57243 4.00407 -1.86796
C -3.45081 2.46216 -0.94698
C -3.59227 3.82199 -1.21880
C -4.78883 4.47626 -0.95734
C -5.87265 3.77963 -0.44786
C -5.75993 2.41582 -0.22132
C -4.56126 1.76411 -0.46447
C -1.60311 0.27694 1.49001
C -1.65776 0.47919 2.89365
H -4.13586 -3.12413 -1.08115
H -4.50641 -5.58977 -1.23308
H -2.61388 -7.91499 -1.83530
H -2.96903 -7.98530 -0.11837
H -0.33161 -8.29056 -1.40349
H -0.70232 -8.45633 0.30693
H 1.80842 -6.77820 0.27581
H 2.29503 -4.42303 0.53872
H 0.82796 0.17816 -1.96520
H 1.88100 0.57622 -4.14718
H 3.29192 -1.17576 -5.17978
H 3.58245 -3.35213 -4.03778
H 2.53946 -3.74317 -1.84578
H 4.05093 -2.32384 -0.48560
H 5.82805 -2.98960 1.04672
H 5.33357 -3.40655 3.43814
H 3.00748 -3.19388 4.26206
H 1.20863 -2.56057 2.70980
H -2.17753 -3.08955 1.68769
H -2.03126 -2.67601 4.09174
H -0.89220 -0.38441 5.78803
H -2.64482 -0.22477 5.78503
H -0.65887 1.92132 5.44837
H -2.41557 2.10419 5.48797
H -1.54742 3.86358 3.19222
H -1.54447 3.65279 0.79559
H -1.05914 1.18923 -3.65650
H 0.00273 2.57636 -5.40487
H 0.71314 4.89301 -4.87304
H 0.30123 5.80529 -2.61204
H -0.71738 4.43767 -0.88775
H -2.77497 4.38537 -1.64013
H -4.87063 5.54021 -1.14693
H -6.79985 4.29775 -0.23439
H -6.61294 1.86131 0.15154
H -4.46907 0.69926 -0.28944
Se 1.53308 0.60139 2.95597
Se 3.26758 2.10032 3.14081
Te 5.15711 1.06351 1.81928
Se 4.14221 0.70794 -0.41004
O 1.38205 5.47311 1.59417
C 2.22739 5.48453 0.54893
C 2.83208 6.69447 0.21563
C 3.71879 6.75822 -0.84295
C 4.02085 5.61970 -1.58719
C 3.40582 4.42352 -1.28848
C 2.49447 4.34512 -0.23489
C 1.78486 3.10391 0.01832
O 1.69916 2.14151 -0.81051
O 1.19446 2.88369 1.12169
H 1.14111 4.53865 1.77729
H 2.60029 7.56526 0.81466
H 4.19347 7.70138 -1.08344
H 4.73733 5.68219 -2.39594
H 3.61957 3.51729 -1.84175

Maximum force = 2.73 eV Å⁻¹
Energy relative to the best compared isomer or geometry (same formula, charge and spin) = 171.3 kJ/mol
E_LUMO (spin up / spin down) = 2.041 / 2.039 eV
Charge = -1
HOMO energy (spin up / spin down) = -2.9 / -3.5 eV
Multiplicity = 3
⟨S²⟩ = 2.05

Entry 5:
The following is a quantum chemistry calculation of a cluster of 5 separate species, C22H35F12N4O8 in total at a distorted geometry, from the Open Molecules 2025 dataset.

Element x y z (Å)
C 1.96281 3.42597 1.50235
C 1.57480 2.64500 0.22648
C 2.70193 2.56283 -0.83392
N 2.38277 3.15705 -2.13614
C 2.63248 4.56063 -2.30836
C 1.53316 5.38995 -3.01661
N 1.56986 6.71197 -2.33043
C 2.38980 6.56079 -1.24367
N 2.68434 7.53921 -0.38549
N 2.93027 5.33453 -1.07924
H 3.04383 3.54988 1.60200
H 1.53405 4.43926 1.47232
H 1.53973 2.97528 2.39665
H 0.71379 3.13282 -0.23950
H 1.27718 1.63552 0.50830
H 3.63129 2.99751 -0.46309
H 2.91913 1.51026 -1.02602
H 1.45467 2.90673 -2.44723
H 3.51214 4.69477 -2.94804
H 0.52813 4.96535 -3.03615
H 1.81691 5.55233 -4.05476
H 0.64244 6.95385 -1.98153
H 3.64430 7.64860 -0.09896
H 1.99421 8.14109 0.03435
H 2.57664 5.00443 -0.17956
C 5.31967 0.81301 -5.09527
C 5.72071 -0.40770 -4.29984
O 4.56523 -1.02058 -3.68202
C 3.83903 -1.81486 -4.45144
O 4.02480 -2.09350 -5.59569
C 2.66876 -2.39516 -3.62347
F 2.07537 -1.44244 -2.88768
F 3.11924 -3.33927 -2.79189
F 1.75351 -2.93347 -4.42074
H 4.76552 1.50840 -4.46224
H 6.20440 1.31976 -5.47944
H 4.68608 0.54503 -5.93980
H 6.36548 -0.14266 -3.46534
H 6.24222 -1.14006 -4.91392
C -0.76841 -2.06279 2.13431
C -1.31374 -1.83200 3.52506
O -0.42416 -0.99440 4.30629
C -0.52755 0.30417 4.09769
O -1.27255 0.84563 3.33192
C 0.44537 1.06356 5.02606
F 1.65219 0.49771 5.03516
F -0.02712 1.07562 6.27464
F 0.57368 2.32626 4.61203
H 0.23392 -2.48842 2.18490
H -1.41543 -2.75390 1.59578
H -0.71781 -1.12968 1.57398
H -1.38190 -2.76791 4.07364
H -2.30601 -1.38398 3.49988
C -1.40721 -4.02939 -4.90707
C -1.00723 -5.24596 -4.10458
O -2.15220 -5.85835 -3.47165
C -2.87683 -6.66022 -4.23735
O -2.68845 -6.93205 -5.38393
C -4.03383 -7.26441 -3.40713
F -4.63445 -6.33147 -2.66108
F -3.55160 -8.20829 -2.58805
F -4.93826 -7.81573 -4.20454
H -1.94638 -3.31918 -4.27898
H -0.51922 -3.54217 -5.30568
H -2.05310 -4.30282 -5.74034
H -0.34964 -4.97595 -3.28112
H -0.49596 -5.98426 -4.72077
C -4.44654 0.94455 5.80159
C -3.99419 -0.38562 6.36301
O -5.05433 -1.04180 7.08474
C -5.91681 -1.71700 6.33991
O -5.89798 -1.84509 5.15223
C -6.97544 -2.39084 7.24421
F -7.42376 -1.54748 8.17629
F -6.42634 -3.44654 7.85885
F -8.00308 -2.80916 6.51763
H -4.83748 1.57825 6.59754
H -3.60721 1.45281 5.32602
H -5.23401 0.81436 5.06006
H -3.19761 -0.23695 7.08925
H -3.62204 -1.05122 5.58457

Maximum force = 1.67 eV Å⁻¹
E_LUMO = -3.983 eV
Charge = +1
HOMO energy = -12.4 eV

Entry 6:
The following is a quantum chemistry calculation of a structure of composition C31H39AsN4O2RuS5, from the Open Molecules 2025 dataset.

Element x y z (Å)
Ru -0.16351 -0.41018 -0.21068
S 5.19403 1.93648 -0.77599
C 6.50537 2.95140 -1.14477
C 6.11287 4.23781 -1.39307
C 4.71819 4.39879 -1.28728
C 4.06155 3.23199 -0.95930
C 2.63955 3.04545 -0.77450
C 2.11857 1.74743 -0.50663
N 0.85219 1.47888 -0.31821
C -0.04438 2.50743 -0.40959
C 0.36374 3.82872 -0.66499
C -0.62616 4.87110 -0.73319
C -1.93144 4.59915 -0.54624
C -2.36687 3.25448 -0.27867
C -3.69268 2.93545 -0.04827
C -4.05695 1.61308 0.23646
C -3.02169 0.63337 0.24943
N -1.76653 0.90298 0.00114
C -1.41414 2.21135 -0.23353
C -5.40319 1.24117 0.50697
C -5.93095 -0.05952 0.68938
C -7.28525 -0.06035 0.92898
C -7.81442 1.23929 0.94084
S -6.66419 2.43535 0.65401
C 1.72458 4.08257 -0.84256
H 7.50844 2.55421 -1.15182
H 6.80051 5.03235 -1.63998
H 4.22236 5.34446 -1.45348
H 2.80376 0.91414 -0.42818
H -0.29677 5.88225 -0.93323
H -2.67457 5.38450 -0.58884
H -4.43788 3.72167 -0.08740
H -3.25422 -0.39219 0.49334
H -5.33670 -0.95886 0.63064
H -7.88944 -0.94081 1.09016
H -8.84674 1.51305 1.11452
H 2.05000 5.09676 -1.03237
C 0.47451 -3.34484 2.78202
C -0.24740 -2.07216 3.22155
S -0.31251 -0.56197 2.19170
C 0.87839 0.51582 3.03719
C 2.29023 -0.00066 3.26009
S 3.25178 -0.38656 1.76515
C 4.08804 -1.93317 2.18936
C 3.24792 -3.18754 1.99449
S 2.16167 -3.59071 3.39199
H 0.41576 -3.51871 1.70579
H -0.06579 -4.16816 3.25566
H 0.13819 -1.74525 4.18764
H -1.30309 -2.29841 3.37268
H 0.44224 0.72328 4.01622
H 0.86280 1.44922 2.47252
H 2.27921 -0.89459 3.88157
H 2.83103 0.77404 3.80572
H 4.47293 -1.86611 3.20678
H 4.95779 -1.96022 1.53012
H 3.90229 -4.04881 1.85608
H 2.62518 -3.09766 1.10376
C 1.59160 -1.27012 -5.07823
O 0.61850 -0.59185 -4.24750
C 0.61867 -0.72235 -2.95222
O -0.21933 -0.09928 -2.28633
N 1.51047 -1.55298 -2.35423
N 1.51893 -1.60923 -0.94175
H 1.35841 -0.96580 -6.09146
H 1.47859 -2.34992 -4.98664
H 2.59890 -0.94145 -4.82325
H 2.25826 -2.00057 -2.86073
H 2.38642 -1.22172 -0.56627
H 1.46497 -2.58170 -0.65320
C -2.72724 -3.07144 0.89811
As -1.56993 -2.40798 -0.51965
C -0.68580 -4.05433 -1.05418
C -2.80980 -2.18030 -1.99337
H -3.59499 -3.56197 0.45841
H -3.05323 -2.27161 1.56296
H -2.18322 -3.80618 1.49112
H -1.43122 -4.83554 -1.19755
H 0.01233 -4.39026 -0.28757
H -0.15892 -3.90978 -1.99767
H -3.41205 -3.07959 -2.11544
H -2.25526 -1.98905 -2.91052
H -3.46327 -1.32703 -1.81403

Maximum force = 0.65 eV Å⁻¹
Energy relative to the best compared isomer or geometry (same formula, charge and spin) = 0.0 kJ/mol
E_LUMO (spin up / spin down) = -8.766 / -11.211 eV
Charge = +3
HOMO energy (spin up / spin down) = -15.0 / -14.9 eV
Multiplicity = 2
⟨S²⟩ = 0.80

Entry 7:
The following is a quantum chemistry calculation of a cluster of 2 separate species, C3H7O3 in total at a distorted geometry, from the Open Molecules 2025 dataset.

Element x y z (Å)
C -1.34073 -1.14223 -0.76231
O -2.51769 -0.48707 -0.37456
H -2.67776 0.31233 -0.87118
H -1.41906 -2.21460 -0.54469
H -1.33728 -1.15167 -1.88798
H -0.48755 -0.59854 -0.36241
C 0.84258 1.05306 0.86221
C 2.16854 0.32585 0.52975
O 2.93634 -0.08075 1.42058
O 2.34986 0.30672 -0.71983
H 0.24592 1.24917 -0.07617
H 1.05631 2.02921 1.32200
H 0.18052 0.39852 1.46459

Maximum force = 2.22 eV Å⁻¹
Energy relative to the best compared isomer or geometry (same formula, charge and spin) = 145.7 kJ/mol
E_LUMO = 3.480 eV
Charge = -1
HOMO energy = -3.7 eV

Entry 8:
The following is a quantum chemistry calculation of a cluster of 2 separate species, C4H3N3O3 in total at a distorted geometry, from the Open Molecules 2025 dataset.

Element x y z (Å)
C 2.66112 -0.30124 -0.30390
C -0.49641 1.55053 -0.00864
C 1.19997 -0.24770 -0.66595
C 0.36687 0.48894 0.27073
N 3.75485 -0.52797 -0.04934
N -1.13567 2.49465 -0.10839
N -2.89723 -1.14383 -0.24440
O -1.70361 -0.92142 -0.27684
O -3.73672 -0.50180 0.26088
O 0.49944 -0.00774 1.50779
H 0.62965 -1.18185 -0.58412
H 1.20327 0.13605 -1.73298
H -0.34554 0.16338 1.93515

Maximum force = 2.24 eV Å⁻¹
Energy relative to the best compared isomer or geometry (same formula, charge and spin) = 689.4 kJ/mol
E_LUMO (spin up / spin down) = -0.933 / -2.855 eV
HOMO energy (spin up / spin down) = -11.6 / -8.6 eV

| no. | M (u) |
| --- | --- |
| 1 | 305.2 |
| 2 | 477.6 |
| 3 | 96.2 |
| 4 | 1272.3 |
| 5 | 711.5 |
| 6 | 836.0 |
| 7 | 91.1 |
| 8 | 141.1 |